1.
Computed, not measured: a structure of composition C22H48Cl5F6KLiN2O10PS3 at a distorted geometry, with wB97M-V/def2-TZVPD.

Last column: Mulliken spin population.
Element x y z (Å)
C (-3.850849, -4.977602, -6.444535)  -0.001
C (-4.249625, -3.553808, -5.990809)  0.004
C (-3.151982, -2.520001, -6.304495)  -0.008
C (-1.944070, -2.670352, -5.371131)  -0.009
C (-0.835874, -1.673335, -5.655180)  0.004
S (-1.418510, 0.081558, -5.928901)  0.000
P (-2.512674, 0.165597, -7.856301)  0.000
N (-2.299742, 1.544491, -8.520313)  0.000
S (-2.892919, 0.671221, -4.466684)  -0.001
O (-4.031023, 1.193539, -5.138568)  0.000
O (-3.156981, -0.360772, -3.516336)  0.000
C (-2.125971, 2.158663, -3.585028)  0.000
F (-3.061338, 2.899217, -3.073048)  0.000
F (-1.471460, 2.858641, -4.528221)  0.000
C (-1.028268, 1.858885, -2.541980)  0.000
F (-0.591720, 3.060681, -2.102099)  0.000
F (-1.441281, 1.156762, -1.475098)  0.000
F (-0.012268, 1.243455, -3.139891)  0.000
H (-4.626842, -5.381448, -7.088230)  0.000
H (-3.762328, -5.638268, -5.595688)  0.001
H (-2.885159, -4.990422, -6.934046)  0.000
H (-4.358840, -3.588250, -4.909109)  -0.001
H (-5.201271, -3.245099, -6.413062)  0.000
H (-3.614237, -1.537749, -6.174248)  0.000
H (-2.910482, -2.666477, -7.359126)  0.000
H (-2.288303, -2.687841, -4.345927)  0.003
H (-1.506212, -3.662333, -5.537491)  0.010
H (-0.136626, -1.646151, -4.818034)  -0.005
H (-0.216751, -1.929617, -6.515589)  -0.001
H (-2.038527, -0.929472, -8.611824)  0.000
H (-3.869688, -0.069979, -7.603640)  0.000
H (-1.824985, 1.429571, -9.414613)  0.000
F (-3.223655, 4.994290, -3.841415)  0.000
O (-1.355772, -4.677011, -3.084438)  0.912
H (-1.387078, -4.139046, -2.280111)  -0.034
O (2.335857, 4.134417, -1.116647)  0.000
H (1.491907, 3.670452, -1.138339)  0.000
H (2.373425, 4.598590, -1.959848)  0.000
C (1.444919, 1.310022, 4.303676)  0.000
C (2.269723, 0.224311, 3.561115)  0.000
C (3.644591, 0.763320, 3.149120)  0.000
C (3.653489, 1.616867, 1.893140)  0.000
C (2.937841, 0.890440, 0.765801)  0.000
C (1.507730, 0.485780, 1.158355)  -0.001
N (1.469688, -0.310627, 2.435102)  0.000
O (1.952530, -1.600687, 2.134155)  0.000
C (0.661991, 1.751524, 1.239566)  0.000
C (0.853721, -0.252855, -0.005595)  -0.001
C (2.533147, -0.837093, 4.623255)  0.000
H (0.637896, 1.738665, 3.714531)  0.000
H (0.947770, 0.889013, 5.176520)  0.000
H (2.075334, 2.133487, 4.649289)  0.000
H (4.318333, -0.080599, 2.976515)  0.000
H (4.081336, 1.329493, 3.976448)  0.000
H (3.203403, 2.598045, 2.082664)  0.000
H (4.685384, 1.812306, 1.597126)  0.000
H (2.920339, 1.530440, -0.122780)  0.000
H (3.521130, 0.008587, 0.493613)  0.000
H (-0.355823, 1.512096, 1.566761)  0.000
H (0.587440, 2.215486, 0.251721)  0.000
H (1.058439, 2.519464, 1.895827)  0.000
H (1.399177, -1.119658, -0.326496)  0.000
H (0.788497, 0.394417, -0.876414)  0.001
H (-0.176119, -0.564398, 0.253291)  0.000
H (1.610376, -1.333903, 4.925969)  0.000
H (2.968893, -0.369518, 5.510797)  0.000
H (3.233602, -1.597655, 4.285787)  0.000
Li (-1.888050, 1.458889, 1.062708)  0.000
C (-1.856324, -0.145544, 7.180186)  0.000
Cl (-1.880507, 1.286408, 6.143390)  0.000
Cl (-0.263473, -0.898859, 7.162481)  0.000
Cl (-2.339955, 0.272416, 8.824950)  0.000
H (-2.570164, -0.856927, 6.789148)  0.000
K (1.015017, -2.932528, 0.554842)  -0.002
C (1.391409, 0.994148, 9.545831)  0.000
C (0.607604, 0.956331, 10.846012)  0.000
O (1.400142, 1.151852, 12.003973)  0.000
C (2.097204, 2.380138, 12.082493)  0.000
C (1.196278, 3.603592, 12.060291)  0.000
H (2.182072, 0.242030, 9.555139)  0.000
H (0.731707, 0.795699, 8.699285)  0.000
H (1.862819, 1.964714, 9.381434)  0.000
H (0.152696, -0.028014, 10.960386)  0.000
H (-0.216372, 1.678624, 10.822476)  0.000
H (2.852127, 2.440094, 11.290431)  0.000
H (2.641453, 2.353279, 13.026646)  0.000
H (0.633154, 3.680972, 11.129535)  0.000
H (1.791205, 4.511280, 12.166725)  0.000
H (0.475953, 3.560392, 12.878476)  0.000
C (0.123810, -0.476468, -11.318709)  0.000
Cl (1.105999, -0.935813, -9.926697)  0.000
Cl (-0.431259, 1.202365, -11.201958)  0.000
H (0.714956, -0.584132, -12.219594)  0.000
H (-0.742816, -1.125490, -11.360945)  0.000
O (1.640151, -4.185134, -3.548383)  0.106
S (1.575554, -3.885487, -5.028821)  -0.003
O (2.779250, -4.428252, -5.668062)  0.019
O (1.513130, -2.396506, -5.198468)  0.001
O (0.352570, -4.485834, -5.604018)  0.006

Force components x, y, z for each atom (eV/Å):
C -0.5 0.4 0.2
C 0.9 -0.3 0.3
C -0.7 -0.5 0.6
C -0.7 -0.2 -1.4
C -1.2 -0.8 1.3
S 0.8 -0.3 -0.1
P -0.7 1.3 -1.6
N -0.2 -0.4 -0.2
S -1.7 -0.1 0.8
O 0.3 0.3 -0.9
O 1.0 -0.3 0.4
C 0.8 1.2 -0.7
F -0.5 -1.4 0.5
F -0.2 -0.5 -0.2
C 0.5 1.2 -0.8
F -0.1 -0.8 0.2
F -0.2 -0.2 0.3
F -0.2 -0.3 0.5
H 0.1 -0.2 -0.3
H 0.1 -0.2 0.3
H 0.1 0.0 -0.3
H -0.3 0.2 0.2
H -0.1 0.0 -0.1
H 0.0 0.1 0.0
H 0.3 0.2 -0.1
H 0.1 0.4 0.2
H 0.5 0.2 0.1
H 0.4 0.4 -0.1
H 0.0 0.4 -0.3
H 0.1 -0.2 0.7
H 0.3 -0.3 0.7
H 0.3 0.4 0.4
F 0.1 0.5 0.0
O 0.0 -0.2 0.0
H 0.2 0.1 0.1
O -0.1 -0.1 0.1
H 0.1 0.1 -0.1
H 0.0 0.0 0.0
C -0.1 0.3 -0.1
C -0.1 0.9 0.6
C 0.5 0.0 -0.2
C -0.1 0.1 0.1
C 0.1 0.3 -0.3
C 0.3 0.1 0.3
N -0.5 -0.6 -0.5
O 0.2 0.7 0.2
C 0.4 0.9 -0.2
C -0.1 -0.1 0.1
C 0.0 -0.6 -0.1
H 0.1 0.0 -0.1
H 0.1 -0.1 0.0
H 0.0 0.0 0.0
H -0.1 -0.1 0.0
H -0.1 -0.1 0.1
H 0.0 0.0 0.0
H 0.0 0.1 0.0
H -0.1 0.0 0.0
H -0.2 -0.2 0.1
H 0.5 -0.2 0.7
H 0.0 -0.1 0.0
H -0.2 0.0 0.2
H 0.4 0.6 -0.4
H 0.1 0.0 0.1
H 0.1 0.0 0.0
H 0.0 0.0 -0.1
H -0.1 0.2 0.0
H -0.1 0.0 -0.2
Li -0.2 0.0 -0.6
C 0.1 0.0 0.0
Cl 0.0 0.0 0.0
Cl -0.2 -0.2 -0.2
Cl 0.0 0.0 0.0
H 0.0 0.0 0.0
K -0.2 -2.2 -0.3
C 0.1 0.2 0.0
C 0.0 0.0 -0.1
O 0.0 -0.2 0.2
C 0.1 0.1 -0.1
C -0.1 0.0 0.0
H 0.0 0.0 0.0
H 0.2 0.1 0.2
H -0.1 0.0 0.0
H 0.0 0.0 0.1
H 0.0 0.0 0.0
H 0.0 0.1 0.0
H 0.0 -0.1 0.0
H 0.1 0.0 0.0
H 0.0 0.0 0.0
H 0.0 0.0 0.0
C 0.1 -0.2 0.1
Cl -0.1 0.0 0.0
Cl 0.1 0.0 -0.4
H 0.1 0.1 0.0
H 0.0 0.0 0.0
O -0.6 0.2 0.1
S 0.7 -0.7 0.5
O -0.1 0.2 0.0
O 0.3 0.1 0.1
O -0.2 0.1 -0.3

The calculation puts the HOMO-LUMO gap (spin up / spin down) at 0.1148 / 0.1024 hartree. The expectation value of S² is 0.757. Its charge is -1. The calculation puts the HOMO energy (spin up / spin down) at -4.1 / -3.7 eV. The calculation puts the molecular weight at 965.10 g/mol. Its spin multiplicity is 2. As for the largest force on an atom: 2.2 eV Å⁻¹. The calculation puts the LUMO energy (spin up / spin down) at -0.0351 / -0.0351 hartree.

2.
Computed, not measured: a structure of composition C5H3N at a distorted geometry, with wB97M-V/def2-TZVPD.

Last column: natural (NBO) charge in e.
Element x y z (Å)
C (0.726320, 1.261143, -0.431250)  -0.149
C (-0.381359, 1.280457, 0.171099)  0.077
C (-0.254779, -0.651353, -0.080714)  0.325
C (1.154188, -0.148318, -0.380691)  -0.490
C (-1.302512, 0.161644, 0.571737)  -0.177
N (-1.482254, -0.771674, -0.545348)  -0.348
H (1.787626, -0.492873, -1.223098)  0.264
H (1.717842, -0.585858, 0.488211)  0.254
H (-1.965071, -0.053170, 1.430055)  0.244

Force components x, y, z for each atom (eV/Å):
C -0.6 1.4 0.8
C -0.9 0.1 0.6
C -4.1 -1.6 -1.7
C 1.6 -2.3 0.8
C 0.6 1.0 0.6
N 3.2 -0.7 -0.8
H -1.3 -0.3 0.0
H 0.1 1.5 -0.3
H 1.1 0.8 -0.1

The calculation puts the HOMO-LUMO gap (spin up / spin down) at 0.3120 / 0.3120 hartree. Its charge is 0. The calculation puts the HOMO energy (spin up / spin down) at -9.0 / -9.0 eV. As for the energy above the lowest of the compared OMol25 structures with the same formula, charge and spin: 5.639 eV. The calculation puts the molecular weight at 77.09 g/mol. As for the largest force on an atom: 4.7 eV Å⁻¹. The calculation puts the LUMO energy (spin up / spin down) at -0.0184 / -0.0184 hartree.

3.
Computed, not measured: a structure of composition C4H6O2 at a distorted geometry, with wB97M-V/def2-TZVPD.

Last column: natural (NBO) charge in e.
Element x y z (Å)
O (0.040583, 1.275471, -1.381203)  -0.675
C (-0.038525, 0.375473, -0.332876)  0.105
C (-0.888037, -0.804313, -0.249557)  -0.385
C (-1.006246, 0.262771, 0.839899)  -0.447
C (1.458458, -0.072378, 0.138693)  0.497
O (2.419463, 0.630138, 0.002245)  -0.519
H (0.934194, 1.653473, -1.315586)  0.488
H (0.023479, -1.743710, 0.058821)  0.162
H (-1.724118, -1.056783, -0.921607)  0.249
H (-0.551079, -0.010062, 1.793418)  0.211
H (-1.889364, 0.905681, 0.971909)  0.242
H (1.221191, -1.415762, 0.395843)  0.071

Force components x, y, z for each atom (eV/Å):
O -0.1 0.2 0.4
C 1.7 -0.7 0.8
C 1.5 -2.0 0.6
C 0.4 -0.3 -0.1
C -1.2 -0.7 -1.0
O -1.3 -1.6 0.5
H -0.3 0.2 -0.1
H -3.6 1.8 -0.9
H 0.7 0.2 0.4
H -0.1 0.2 -0.1
H 0.4 -0.4 -0.6
H 1.8 3.1 0.1

The calculation puts the HOMO-LUMO gap at 0.3917 hartree. Its charge is 0. The calculation puts the HOMO energy at -10.0 eV. As for the energy above the lowest of the compared OMol25 structures with the same formula, charge and spin: 4.047 eV. The calculation puts the molecular weight at 86.09 g/mol. As for the largest force on an atom: 4.1 eV Å⁻¹. The calculation puts the LUMO energy at 0.0249 hartree.